A cluster of 2 separate species, C2H7N4 in total in a non-equilibrium geometry. Source: OMol25; level of theory: ωB97M-V/def2-TZVPD.

Last column: Mulliken charge in e.
Atoms and positions in Å:
C: 0.160 0.831 1.088  -0.27
C: 0.931 -0.040 1.948  -0.67
N: 0.386 -0.734 -1.613  0.02
N: -0.250 -1.167 -2.464  0.60
N: -1.042 -1.370 -3.420  -0.39
N: -0.156 1.910 1.680  -0.20
H: 1.818 0.167 1.491  0.23
H: 0.714 -1.116 1.772  0.25
H: 0.792 0.213 3.038  0.32
H: -0.717 -2.135 -4.088  0.34
H: -2.067 -1.277 -3.339  0.33
H: 0.021 2.005 2.706  0.18
H: -0.590 2.714 1.200  0.26

Output
**Gap between HOMO and LUMO (alpha / beta)**: 5.822 / 5.824 eV
**Charge**: +1



A cluster of 2 separate species, CH5PS in total in a non-equilibrium geometry. Source: OMol25; level of theory: ωB97M-V/def2-TZVPD.

Last column: Mulliken charge in e.
Atoms and positions in Å:
C: 0.977 -0.431 -0.581  -0.91
P: -0.433 0.868 -0.111  0.09
S: -1.985 -0.437 0.211  -0.20
H: 0.860 -1.501 -0.387  0.32
H: 1.860 0.021 -0.093  0.27
H: 1.145 -0.383 -1.702  0.29
H: 0.016 1.123 2.004  -0.04
H: -2.439 0.741 0.660  0.17

Output
**Gap between HOMO and LUMO**: 8.201 eV
**Charge**: 0



A structure of composition C22H49AlNO10S5. Source: OMol25; level of theory: ωB97M-V/def2-TZVPD.

Last column: Mulliken charge in e.
Atoms and positions in Å:
C: 3.781 2.279 -0.666  -0.63
C: 4.031 1.148 -1.687  -0.36
N: 4.425 -0.145 -1.141  -0.40
Al: 6.130 -0.244 -0.294  -0.17
H: 4.100 1.982 0.329  0.24
H: 4.345 3.172 -0.936  0.26
H: 2.732 2.574 -0.620  -0.02
H: 4.825 1.461 -2.368  0.32
H: 3.127 1.031 -2.292  0.23
H: 3.666 -0.540 -0.595  0.19
H: 6.061 -1.083 1.089  -0.27
H: 6.738 1.240 0.011  -0.23
H: 7.150 -0.960 -1.351  -0.16
C: -1.517 2.135 1.135  -0.35
C: -2.539 1.842 0.031  -0.43
C: -1.925 2.314 -1.292  -0.89
S: -0.141 2.184 -1.092  1.19
O: 0.408 3.518 -1.153  -0.71
O: 0.354 1.133 -1.943  -0.67
C: -0.173 1.638 0.607  -0.78
H: -1.783 1.641 2.070  0.53
H: -1.474 3.208 1.314  0.15
H: -2.724 0.769 -0.009  0.06
H: -3.488 2.338 0.223  0.38
H: -2.223 1.699 -2.138  0.40
H: -2.154 3.359 -1.495  0.34
H: 0.684 2.053 1.134  0.51
H: -0.121 0.551 0.607  0.25
C: 10.769 1.931 -2.909  -0.60
C: 10.223 0.650 -3.556  -0.62
C: 10.616 -0.524 -2.652  -0.64
S: 10.733 0.142 -0.988  1.03
O: 12.109 0.048 -0.547  -0.70
O: 9.645 -0.360 -0.210  -0.49
C: 10.389 1.840 -1.434  -0.65
H: 10.354 2.827 -3.372  0.33
H: 11.856 1.970 -3.014  0.29
H: 9.136 0.711 -3.620  0.31
H: 10.607 0.512 -4.567  0.31
H: 9.866 -1.312 -2.647  0.38
H: 11.591 -0.934 -2.913  0.35
H: 10.960 2.502 -0.787  0.39
H: 9.320 1.996 -1.284  0.32
C: -3.515 6.217 5.077  -0.59
C: -2.100 5.668 4.846  -0.76
C: -2.244 4.276 4.218  -0.40
S: -3.799 4.298 3.317  1.19
O: -4.708 3.366 3.937  -0.69
O: -3.549 4.265 1.899  -0.62
C: -4.280 5.957 3.783  -0.75
H: -3.503 7.278 5.326  0.36
H: -3.991 5.684 5.903  0.29
H: -1.561 6.326 4.163  0.31
H: -1.529 5.620 5.771  0.36
H: -1.442 4.045 3.522  0.22
H: -2.316 3.494 4.970  0.40
H: -5.361 5.997 3.891  0.40
H: -3.956 6.626 2.987  0.34
C: -2.556 -4.017 -1.448  -0.83
C: -3.497 -3.979 -0.238  -0.13
C: -2.659 -3.564 0.981  -0.86
S: -1.316 -2.558 0.338  1.05
O: -0.074 -3.241 0.578  -0.71
O: -1.503 -1.187 0.753  -0.54
C: -1.749 -2.724 -1.388  -0.69
H: -3.108 -4.100 -2.382  0.35
H: -1.885 -4.876 -1.374  0.37
H: -4.282 -3.249 -0.416  0.24
H: -3.973 -4.942 -0.074  0.12
H: -3.225 -2.974 1.697  0.39
H: -2.210 -4.420 1.482  0.38
H: -0.836 -2.738 -1.979  0.52
H: -2.356 -1.860 -1.658  0.30
C: -8.172 -5.419 0.486  -0.74
C: -9.112 -5.748 -0.680  -0.63
C: -8.429 -5.270 -1.967  -0.70
S: -6.659 -5.349 -1.658  1.24
O: -6.133 -4.009 -1.692  -0.63
O: -6.072 -6.398 -2.451  -0.70
C: -6.787 -5.884 0.049  -0.48
H: -8.482 -5.909 1.408  0.38
H: -8.162 -4.342 0.666  0.32
H: -9.271 -6.827 -0.726  0.29
H: -10.087 -5.278 -0.559  0.33
H: -8.657 -5.901 -2.821  0.34
H: -8.671 -4.234 -2.196  0.35
H: -5.978 -5.447 0.625  0.26
H: -6.710 -6.971 0.055  0.37

Output
**Gap between HOMO and LUMO**: 4.605 eV
**Charge**: -1



A cluster of 2 separate species, C4H4O in total in a non-equilibrium geometry. Source: OMol25; level of theory: ωB97M-V/def2-TZVPD.

Last column: Mulliken charge in e.
Atoms and positions in Å:
C: -0.103 0.399 2.388  -0.29
C: -0.101 0.381 1.134  0.16
C: 0.035 0.758 -0.357  -0.17
C: -0.366 -0.488 0.030  0.25
O: -0.987 -1.558 -0.502  -0.45
H: -0.564 1.379 -0.992  0.30
H: 1.176 0.669 -0.873  -0.76
H: 2.316 0.489 -1.149  0.55
H: -1.406 -2.029 0.320  0.42

Output
**Gap between HOMO and LUMO (alpha / beta)**: 6.431 / 6.424 eV
**Charge**: 0



The molecule C5H6O. Source: OMol25; level of theory: ωB97M-V/def2-TZVPD.

Last column: Mulliken charge in e.
Atoms and positions in Å:
O: 0.043 0.874 2.256  -0.43
C: -0.309 0.374 1.058  0.31
C: 1.089 0.550 1.263  -0.27
C: 0.229 -0.231 -1.666  -0.77
C: -0.821 -0.690 -0.980  -0.01
C: -1.280 -0.103 0.292  -0.53
H: 1.691 -0.332 1.472  0.22
H: 1.609 1.413 0.855  0.27
H: 0.706 0.710 -1.394  0.27
H: 0.666 -0.786 -2.488  0.24
H: -1.311 -1.610 -1.295  0.31
H: -2.311 -0.168 0.626  0.38

Output
**Gap between HOMO and LUMO**: 9.656 eV
**Charge**: 0



- charge of number 2 (CH5PS)?
  0



- What is the formula in the third record?
  C22H49AlNO10S5